(1)
C45H64GaN3O3SSeSi | ωB97M-V with the def2-TZVPD basis set

Positions of all 119 atoms, in Å:
Ga 0.076 -1.112 -0.943
C 0.080 2.901 5.246
C 1.436 2.265 4.925
C 2.419 3.330 4.487
C 1.921 1.575 6.196
C 1.292 1.240 3.834
C 0.124 1.063 3.114
C 0.045 0.163 2.071
Se -1.585 -0.007 1.049
C -1.512 1.527 -0.127
C -1.764 2.775 0.370
C -1.789 3.868 -0.480
C -1.558 3.635 -1.826
C -1.319 2.372 -2.380
C -1.253 1.289 -1.494
O -0.958 0.063 -1.919
C -1.207 2.285 -3.920
C -0.142 3.240 -4.440
C -2.570 2.639 -4.520
C -0.867 0.888 -4.471
C -2.081 5.265 0.077
C -1.091 5.563 1.225
C -2.013 6.367 -0.981
C -3.503 5.284 0.691
C 1.133 -0.627 1.700
O 1.043 -1.409 0.606
C 2.337 -0.512 2.440
C 2.377 0.416 3.470
C 3.617 -1.328 2.216
C 4.690 -0.380 1.642
C 3.436 -2.519 1.276
C 4.140 -1.905 3.537
H 0.164 3.472 6.146
H -0.694 2.150 5.382
H -0.254 3.585 4.469
H 2.540 4.073 5.289
H 2.104 3.817 3.545
H 3.409 2.914 4.311
H 2.086 2.310 6.995
H 2.848 1.032 6.042
H 1.158 0.839 6.541
H -0.735 1.682 3.319
H -1.966 2.918 1.405
H -1.614 4.482 -2.487
H -0.211 4.228 -4.030
H -0.219 3.328 -5.527
H 0.861 2.882 -4.210
H -2.884 3.651 -4.300
H -3.344 1.972 -4.147
H -2.516 2.539 -5.604
H 0.007 0.429 -4.014
H -0.686 1.007 -5.539
H -1.670 0.149 -4.332
H -0.070 5.555 0.851
H -1.147 4.811 2.011
H -1.319 6.563 1.625
H -1.044 6.377 -1.508
H -2.205 7.329 -0.491
H -2.803 6.246 -1.715
H -3.609 4.572 1.504
H -4.245 5.013 -0.072
H -3.727 6.293 1.074
H 3.280 0.559 4.040
H 4.403 0.042 0.668
H 5.634 -0.925 1.485
H 4.878 0.462 2.330
H 3.106 -2.208 0.292
H 2.710 -3.239 1.657
H 4.414 -3.029 1.198
H 4.342 -1.145 4.289
H 5.084 -2.417 3.313
H 3.448 -2.607 4.000
C 2.557 0.865 -1.088
Si 2.764 -0.490 -2.420
C 4.408 -1.424 -2.191
C 2.868 0.454 -4.097
N 1.382 -1.563 -2.268
C 0.883 -2.378 -3.268
C 1.507 -2.720 -4.484
C 0.837 -3.473 -5.448
C -0.474 -3.915 -5.241
C -1.098 -3.667 -4.035
C -0.400 -2.944 -3.081
O -0.950 -2.695 -1.794
C -2.117 -3.371 -1.468
C -2.089 -4.736 -1.271
C -3.263 -5.400 -0.986
C -4.482 -4.716 -0.954
C -4.495 -3.335 -1.165
C -3.317 -2.660 -1.445
H 3.461 1.497 -1.138
H 2.439 0.497 -0.093
H 1.691 1.490 -1.352
H 5.136 -0.871 -1.586
H 4.858 -1.570 -3.161
H 4.223 -2.416 -1.726
H 3.819 1.002 -4.118
H 2.083 1.200 -4.187
H 2.833 -0.118 -5.035
H 2.500 -2.342 -4.691
H 1.335 -3.686 -6.382
H -0.955 -4.514 -6.002
H -2.084 -4.042 -3.794
H -1.165 -5.269 -1.332
H -3.244 -6.456 -0.789
H -5.415 -5.239 -0.777
H -5.438 -2.799 -1.121
H -3.289 -1.578 -1.591
C -3.838 -5.812 4.272
N -3.426 -4.648 3.509
C -2.357 -4.601 2.675
N -1.729 -5.796 2.487
S -1.866 -3.207 1.913
H -4.702 -5.541 4.893
H -3.063 -6.138 4.949
H -4.118 -6.658 3.649
H -3.908 -3.761 3.602
H -1.954 -6.596 3.065
H -0.812 -5.787 2.085

Values from the calculation:
Frontier orbital gap: 7.605 eV
Highest occupied orbital energy: -0.2709 Ha
2S+1: 1
LUMO energy: 0.2 eV



(2)
C3H3NO2 | ωB97M-V with the def2-TZVPD basis set

Positions of all 9 atoms, in Å:
O 0.215 -1.216 -0.536
C -0.847 -0.664 -1.035
O -1.229 0.489 -0.791
C 0.257 1.045 0.471
C 0.930 -0.193 0.352
N 1.958 -0.223 0.992
H -1.410 -1.310 -1.722
H 0.619 1.909 -0.077
H -0.349 1.239 1.352

Values from the calculation:
Frontier orbital gap (spin up / spin down): 8.567 / 8.564 eV
Energy above the lowest of the compared OMol25 structures with the same formula, charge and spin: 4.4467 eV
Highest occupied orbital energy (spin up / spin down): -0.3208 / -0.3207 Ha
2S+1: 1
LUMO energy (spin up / spin down): -0.2 / -0.2 eV



(3)
C33H37AsKN5O7S | ωB97M-V with the def2-TZVPD basis set

Positions of all 85 atoms, in Å:
K -0.799 0.847 -1.038
O -3.243 4.552 -0.617
C -2.585 3.489 -0.628
O -1.340 3.353 -0.669
C -3.474 2.229 -0.527
C -4.597 2.097 -1.339
C -5.411 0.990 -1.161
C -5.119 0.081 -0.154
C -3.998 0.302 0.637
N -3.184 1.334 0.419
C -3.661 -0.635 1.818
O -4.244 -1.737 1.808
O -2.759 -0.244 2.599
H -4.812 2.861 -2.074
H -6.279 0.843 -1.795
H -5.723 -0.793 0.047
O 1.559 -0.312 -1.120
C 2.213 0.010 -2.341
C 1.142 -0.022 -3.518
O 1.632 0.224 -4.633
O -0.037 -0.308 -3.220
C 3.288 -1.063 -2.567
C 3.246 -2.000 -3.591
C 4.210 -3.000 -3.674
C 5.232 -3.076 -2.742
C 5.287 -2.139 -1.718
C 4.325 -1.146 -1.637
C 2.841 1.396 -2.289
C 3.773 1.767 -3.260
C 4.357 3.021 -3.243
C 4.021 3.937 -2.251
C 3.094 3.579 -1.289
C 2.503 2.319 -1.303
H 2.103 -0.112 -0.348
H 2.463 -1.934 -4.334
H 4.154 -3.725 -4.478
H 5.980 -3.858 -2.809
H 6.080 -2.181 -0.980
H 4.382 -0.415 -0.838
H 4.013 1.059 -4.042
H 5.075 3.289 -4.010
H 4.477 4.920 -2.237
H 2.810 4.278 -0.511
H 1.786 2.103 -0.517
S 0.878 1.633 2.064
C -0.389 2.725 2.350
N -1.596 2.323 2.736
C -2.741 3.213 2.854
C -2.290 4.625 3.175
C -1.232 5.034 2.164
N -0.155 4.056 2.229
H -1.826 1.327 2.641
H -3.394 2.814 3.632
H -3.307 3.218 1.921
H -1.868 4.670 4.184
H -3.142 5.305 3.124
H -0.816 6.012 2.418
H -1.660 5.081 1.158
H 0.691 4.246 1.721
N -0.074 -3.788 5.470
C 0.347 -3.196 4.270
C -0.442 -2.258 3.618
C 0.026 -1.687 2.447
N 1.205 -1.982 1.892
C 1.953 -2.877 2.531
C 1.584 -3.506 3.709
H -1.076 -3.773 5.582
H 0.294 -4.716 5.609
H -1.424 -1.970 3.975
H -0.622 -0.984 1.940
H 2.911 -3.113 2.074
H 2.247 -4.224 4.180
C -2.513 -2.784 -2.176
As -1.329 -2.498 -0.632
C 0.235 -3.419 -1.367
C -2.064 -3.935 0.485
H -2.527 -3.839 -2.459
H -2.148 -2.180 -3.008
H -3.521 -2.465 -1.910
H 0.517 -2.885 -2.275
H 0.017 -4.465 -1.595
H 1.056 -3.345 -0.655
H -2.263 -4.822 -0.122
H -2.978 -3.563 0.949
H -1.349 -4.186 1.271

Values from the calculation:
Total charge: -2
Frontier orbital gap: 7.183 eV
Energy above the lowest of the compared OMol25 structures with the same formula, charge and spin: 0.1698 eV
Highest occupied orbital energy: -0.1095 Ha
2S+1: 1
LUMO energy: 4.2 eV